# 1
{"formula": "C30H26MoN5O5S4", "method": "the ωB97M-V functional and the def2-TZVPD basis", "elements": ["Mo", "O", "C", "O", "C", "C", "C", "C", "C", "N", "C", "O", "O", "H", "H", "H", "H", "C", "C", "N", "C", "S", "N", "N", "C", "C", "C", "C", "C", "C", "C", "N", "H", "H", "H", "H", "H", "H", "H", "H", "H", "H", "H", "H", "H", "O", "C", "C", "C", "C", "C", "S", "C", "C", "C", "C", "S", "C", "C", "C", "C", "S", "H", "H", "H", "H", "H", "H", "H", "H", "H"], "positions_angstrom": [[-0.183603, -0.774046, 0.708311], [-4.156843, -2.194889, 0.226329], [-3.055404, -1.516704, 0.407413], [-1.930133, -2.025796, 0.314159], [-3.181503, -0.102700, 0.780158], [-4.329187, 0.639049, 0.941542], [-4.183594, 1.974139, 1.323530], [-2.924126, 2.504318, 1.538180], [-1.820646, 1.677282, 1.362990], [-1.970685, 0.425643, 0.983469], [-0.373815, 2.044656, 1.609580], [-0.067936, 3.130418, 2.022561], [0.433507, 1.041469, 1.367114], [-3.951639, -3.118632, 0.007640], [-5.300101, 0.196280, 0.773967], [-5.062306, 2.590881, 1.454723], [-2.762874, 3.529532, 1.841163], [3.284935, -0.800686, 5.892212], [2.384979, 0.293276, 5.338072], [1.137909, -0.228984, 4.788438], [1.027126, -0.717803, 3.554990], [-0.533329, -1.385710, 3.079092], [2.078041, -0.733378, 2.769650], [1.759118, -1.186321, 1.529854], [2.664868, -1.815865, 0.856416], [4.048507, -1.989154, 1.374539], [2.145800, -2.442811, -0.356398], [2.907015, -3.150835, -1.272932], [2.272741, -3.782784, -2.329719], [0.897101, -3.678275, -2.454562], [0.203704, -2.924646, -1.527034], [0.807996, -2.339416, -0.492547], [4.203168, -0.366614, 6.287181], [2.791582, -1.344853, 6.697783], [3.549690, -1.508111, 5.106886], [2.117044, 1.008213, 6.115079], [2.888777, 0.841801, 4.543518], [0.325781, -0.292057, 5.378601], [4.003482, -2.359495, 2.398643], [4.633258, -2.673235, 0.767533], [4.551746, -1.021788, 1.416750], [3.979108, -3.208211, -1.162267], [2.850049, -4.345330, -3.050769], [0.364325, -4.148758, -3.267635], [-0.861606, -2.769413, -1.612138], [-0.178755, -0.078889, -1.172812], [-0.638871, 0.976116, -1.973812], [-2.151240, 0.871066, -2.130928], [-3.173423, 1.762741, -2.020029], [-4.445499, 1.212496, -2.361579], [-4.367632, -0.089934, -2.731320], [-2.751296, -0.655778, -2.687411], [-0.095907, 2.307432, -1.457785], [1.208511, 2.446160, -1.082749], [1.572474, 3.778161, -0.768328], [0.540718, 4.646636, -0.932667], [-0.870922, 3.847497, -1.461021], [-0.027728, 0.760267, -3.359258], [0.902188, -0.166101, -3.712537], [1.273088, -0.076259, -5.085463], [0.613121, 0.915978, -5.735568], [-0.459376, 1.753798, -4.693996], [-3.057375, 2.790780, -1.719756], [-5.367391, 1.775856, -2.346304], [-5.167823, -0.739365, -3.047653], [1.883518, 1.603925, -1.034094], [2.552123, 4.075003, -0.426231], [0.523704, 5.708794, -0.752916], [1.321246, -0.865669, -3.006010], [2.000741, -0.716698, -5.562288], [0.699778, 1.206330, -6.769546]], "forces_ev_per_angstrom": [[0.2530, 0.2496, 0.1023], [0.0529, 0.0961, 0.0654], [0.0806, -0.2734, -0.1218], [-0.1913, -0.0056, 0.0206], [0.0089, 0.1888, 0.0221], [0.0076, -0.0836, -0.0091], [0.0200, 0.0668, 0.0181], [-0.0365, -0.0342, -0.0003], [-0.0001, -0.0227, -0.0373], [0.0704, -0.1033, -0.0147], [0.0217, 0.0621, 0.0386], [-0.0026, -0.0306, -0.0166], [-0.0631, -0.1740, -0.0273], [0.0285, -0.0031, -0.0030], [0.0043, -0.0116, -0.0032], [0.0000, 0.0015, 0.0008], [0.0023, 0.0031, 0.0032], [-0.0115, 0.0045, -0.0152], [0.0332, 0.0087, 0.0076], [-0.0006, -0.0092, 0.0241], [-0.0790, -0.0282, -0.0075], [-0.0147, 0.0567, -0.1044], [0.1305, 0.0133, 0.0473], [-0.1292, -0.0705, -0.1101], [0.0217, 0.0741, 0.1560], [-0.0147, -0.0034, -0.0139], [-0.0267, -0.0832, -0.0580], [0.0199, 0.0055, 0.0146], [-0.0373, 0.0043, -0.0045], [0.0344, 0.0001, -0.0041], [-0.0020, 0.0047, -0.0129], [-0.0818, 0.1010, 0.0197], [0.0062, 0.0024, 0.0007], [-0.0016, -0.0012, 0.0042], [0.0042, -0.0037, -0.0001], [-0.0085, -0.0059, 0.0029], [-0.0105, 0.0001, -0.0042], [0.0122, 0.0074, -0.0150], [0.0021, -0.0151, 0.0008], [0.0024, 0.0056, -0.0052], [-0.0050, 0.0071, 0.0020], [-0.0012, 0.0081, 0.0130], [-0.0010, -0.0014, -0.0030], [-0.0019, -0.0017, -0.0034], [0.0192, 0.0016, -0.0031], [-0.2059, -0.1442, 0.1041], [0.0844, 0.1126, -0.0930], [-0.0335, 0.0060, 0.0103], [-0.0147, -0.0050, -0.0074], [-0.0110, 0.0021, -0.0019], [0.0172, 0.0069, 0.0038], [-0.0027, -0.0081, 0.0365], [0.0515, 0.0436, 0.0008], [-0.0247, -0.0019, -0.0179], [-0.0003, -0.0019, 0.0010], [-0.0139, -0.0032, -0.0014], [0.0119, -0.0237, -0.0197], [-0.0289, -0.0008, -0.0187], [0.0401, 0.0376, 0.0182], [0.0159, -0.0114, 0.0074], [-0.0115, 0.0174, 0.0128], [-0.0031, -0.0326, -0.0005], [0.0064, 0.0098, 0.0066], [-0.0034, 0.0080, 0.0032], [-0.0013, -0.0145, -0.0024], [0.0123, 0.0090, -0.0008], [0.0089, -0.0009, 0.0017], [-0.0067, 0.0079, 0.0028], [0.0014, -0.0203, 0.0001], [0.0031, -0.0077, -0.0009], [-0.0074, 0.0073, -0.0108]], "gap_ev": [6.4, 6.2], "spin_multiplicity": 3, "total_energy_ha": -3469.6499, "e_above_lowest_ev": 0.247, "charge": 1, "lumo_ev": [-3.872, -4.099]}



# 2
{"formula": "C17H34N5O2", "method": "the ωB97M-V functional and the def2-TZVPD basis", "elements": ["C", "C", "N", "N", "C", "C", "O", "C", "O", "H", "H", "H", "H", "H", "H", "H", "H", "H", "H", "H", "H", "H", "C", "C", "C", "C", "N", "H", "H", "H", "H", "H", "H", "H", "C", "C", "C", "C", "N", "H", "H", "H", "H", "H", "H", "H", "C", "C", "C", "C", "N", "H", "H", "H", "H", "H", "H", "H"], "positions_angstrom": [[2.311071, 0.386686, -2.995000], [2.580375, -1.062740, -2.588747], [3.421405, -1.237609, -1.350201], [3.840989, 0.001963, -0.738719], [4.501617, -0.229669, 0.601363], [5.922119, 0.275294, 0.586391], [5.943872, 1.702605, 0.682799], [5.889474, 2.384113, -0.477145], [6.152418, 1.913101, -1.548120], [2.760637, 1.133780, -2.351494], [2.634130, 0.607497, -4.012691], [1.238566, 0.582996, -2.966363], [1.643729, -1.580220, -2.390427], [3.055139, -1.599375, -3.411321], [4.276374, -1.731719, -1.587862], [3.000447, 0.577163, -0.607043], [4.489252, 0.533311, -1.337703], [4.451090, -1.297892, 0.812050], [3.916839, 0.288948, 1.361511], [6.456886, -0.118213, 1.450226], [6.460235, -0.066411, -0.301967], [5.511529, 3.399626, -0.314856], [-1.389349, 0.347201, 0.061886], [-1.810916, 1.805652, -0.040500], [-1.078638, 2.580637, -1.142554], [0.368330, 2.597528, -0.957278], [1.512292, 2.572860, -0.855001], [-0.337121, 0.246402, 0.344534], [-1.988319, -0.155858, 0.820317], [-1.538956, -0.169168, -0.886038], [-1.650964, 2.307709, 0.916746], [-2.877702, 1.856328, -0.257527], [-1.425771, 3.613956, -1.188673], [-1.269344, 2.122336, -2.116590], [-6.120149, 1.710446, 4.401142], [-4.603367, 1.824662, 4.335992], [-4.091696, 2.147333, 2.925706], [-4.460674, 1.108175, 1.963778], [-4.770152, 0.275442, 1.235647], [-6.482565, 0.894699, 3.774416], [-6.446233, 1.514957, 5.421841], [-6.599136, 2.632803, 4.067592], [-4.144474, 0.894895, 4.677297], [-4.259662, 2.614304, 5.005906], [-3.004394, 2.243059, 2.922785], [-4.509975, 3.094226, 2.576985], [-2.237386, -3.738716, -0.048152], [-1.714577, -4.567216, -1.214145], [-0.524496, -3.906356, -1.924608], [-0.888802, -2.600896, -2.474899], [-1.224877, -1.569185, -2.853521], [-2.613295, -2.770863, -0.383611], [-3.057325, -4.253057, 0.450693], [-1.453661, -3.562375, 0.692433], [-2.512185, -4.735332, -1.939210], [-1.391843, -5.548170, -0.863109], [-0.161469, -4.530794, -2.742617], [0.300662, -3.760860, -1.222344]], "forces_ev_per_angstrom": [[-0.4598, 0.0680, -0.4396], [0.0442, 0.0209, 0.0772], [0.0013, -0.0616, -0.1878], [-0.0626, -0.1881, 0.1786], [-0.0975, -0.0668, 0.0940], [0.5588, -0.3097, 0.0877], [-0.4690, 0.0824, 0.0208], [0.0292, 0.0175, 0.0220], [-0.3616, -0.1484, -0.1299], [-0.0305, 0.1207, -0.2340], [0.1176, -0.1465, 0.0868], [0.0738, -0.0128, 0.0375], [-0.0013, 0.1155, 0.0619], [0.1682, 0.0127, 0.1788], [0.0057, 0.0890, 0.0833], [0.0577, 0.0597, -0.0639], [-0.1099, 0.0984, -0.0316], [0.0377, 0.0544, -0.1428], [0.0113, 0.0155, -0.0964], [-0.0946, 0.1667, 0.0397], [-0.0225, 0.1089, 0.0189], [0.3802, 0.0674, 0.1065], [-0.0131, 0.0079, 0.0202], [0.0740, -0.0523, 0.0924], [-0.1486, 0.0189, -0.0055], [0.1269, -0.0402, -0.0932], [0.1436, -0.2017, 0.2926], [0.0087, 0.0504, -0.0120], [0.0049, -0.0396, -0.0271], [-0.0103, 0.0014, 0.0194], [-0.0071, 0.0588, -0.0383], [0.0086, 0.0296, -0.0148], [0.0208, -0.0026, -0.0318], [-0.0148, 0.0148, 0.0046], [0.0059, -0.0114, 0.0101], [-0.0654, -0.0123, 0.0251], [-0.0227, 0.0045, 0.0909], [-0.0891, -0.0650, 0.0034], [0.0983, 0.0343, -0.0057], [0.0008, 0.0120, -0.0173], [-0.0050, 0.0056, -0.0009], [0.0000, -0.0009, -0.0009], [0.0192, 0.0062, -0.0068], [0.0328, 0.0085, -0.0249], [-0.0167, 0.0193, -0.0068], [0.0162, -0.0032, -0.0039], [-0.0025, -0.0017, -0.0113], [-0.0535, 0.0387, 0.0552], [-0.0536, -0.1169, -0.0457], [-0.1234, 0.1150, 0.0783], [0.2117, -0.0359, -0.0778], [0.0079, 0.0028, -0.0009], [0.0024, 0.0020, 0.0076], [0.0004, -0.0015, 0.0004], [0.0164, -0.0078, -0.0162], [0.0327, -0.0021, -0.0297], [0.0156, -0.0040, 0.0247], [0.0014, 0.0050, -0.0210]], "gap_ev": 11.1, "total_energy_ha": -1092.1230, "charge": 1, "lumo_ev": -2.387}